Molecular formula: C5H12NO
Method: DFT, ωB97M-V/def2-TZVPD

Output
Gap between HOMO and LUMO (eV): 6.09
SMILES string: CCNCCC[O-]
E_HOMO (eV): -2.25
ΔE to the lowest compared entry with this formula, charge and spin (kcal/mol): 35.51
Lowest unoccupied orbital energy (eV): 3.8384
Multiplicity: 1
Charge: -1

Structure (XYZ):
```
19
Properties=species:S:1:pos:R:3:lowdin_charge:R:1
C -2.668 0.842 -0.424 -0.12
C -1.476 -0.036 0.113 -0.28
N -0.367 0.945 0.358 -0.08
C 0.831 0.252 1.060 -0.23
C 1.489 -0.998 0.442 -0.23
C 2.092 -0.610 -0.924 -0.54
O 2.677 0.623 -1.085 -0.38
H -2.350 1.343 -1.342 0.07
H -2.938 1.651 0.260 0.06
H -3.531 0.313 -0.412 0.01
H -1.925 -0.391 1.127 0.12
H -1.111 -0.836 -0.540 0.09
H 0.037 1.192 -0.565 0.09
H 0.477 0.053 2.084 0.09
H 1.583 0.967 1.164 0.06
H 0.891 -1.861 0.551 0.07
H 2.309 -1.371 0.985 0.07
H 1.205 -0.659 -1.626 0.07
H 2.776 -1.420 -1.227 0.07
```